The following is a quantum chemistry calculation of C54H67GaN11O4PS as an isolated structure, from OMol25.

Properties
Charge: -2
HOMO energy: -0.984 eV
Energy: -154165.58027 eV
Orbital gap: 3.8 eV
Lowest unoccupied orbital energy: 2.857 eV

The geometry in XYZ format:
```
139
Properties=species:S:1:pos:R:3:forces:R:3
O -4.22618 3.12179 1.30258 -0.11 0.70 -0.29
C -4.75587 2.06652 1.07525 0.40 -0.39 0.14
O -5.55702 1.52226 2.02071 0.36 0.15 0.56
C -4.57560 1.30120 -0.20297 -0.68 -0.72 -0.06
C -5.14027 -0.13340 -0.18979 0.67 0.19 -0.26
Ga -3.80364 -1.59439 0.26852 -0.30 -0.06 0.94
P -3.36947 -2.74279 -1.80407 -0.19 0.63 0.03
S -4.80097 -2.63625 -3.19821 -0.11 -0.31 -0.25
C -4.65486 -2.98822 1.49228 0.28 -0.37 0.31
O -4.06317 -3.41776 2.51113 -0.07 0.25 -0.23
O -5.79334 -3.34823 1.07851 -0.01 0.30 0.10
C -1.97883 -0.88314 0.86572 0.23 -0.02 -0.40
C -1.73616 0.25767 1.64504 0.24 -0.07 0.01
C -0.44918 0.68428 1.97809 0.27 -0.31 -0.26
C 0.67014 -0.02458 1.52838 -0.65 -0.02 -0.07
C 0.45747 -1.17483 0.77154 -0.11 -0.03 -0.23
C -0.83580 -1.58900 0.45098 0.00 0.53 0.29
H -5.31796 0.58819 2.12536 -0.47 -0.21 -0.35
H -5.08722 1.89652 -0.96480 0.03 0.25 -0.05
H -3.51731 1.30686 -0.44389 0.22 0.22 -0.04
H -5.53035 -0.37789 -1.17518 0.01 -0.09 -0.18
H -5.98983 -0.21639 0.47462 -0.27 -0.06 0.08
H -2.18087 -2.21298 -2.37420 0.18 -0.40 0.05
H -2.98642 -4.07709 -1.53483 0.21 0.02 -0.16
H -2.56548 0.84759 2.01724 -0.08 0.05 0.03
H -0.28685 1.57377 2.57374 -0.14 0.09 0.07
H 1.66376 0.32517 1.76890 0.17 -0.04 0.06
H 1.28402 -1.75941 0.38348 0.21 0.01 0.14
H -0.95706 -2.48349 -0.14539 0.04 -0.14 -0.06
N -2.03576 6.25336 4.89062 0.00 -0.07 -0.01
C -1.75996 6.89965 3.71404 0.03 -0.04 0.00
C -2.48529 6.28491 2.72512 0.15 0.12 -0.09
C -3.22390 5.22840 3.31801 -0.11 -0.03 0.14
C -2.92708 5.23371 4.65399 0.07 0.09 0.01
H -1.64405 6.48470 5.78319 -0.01 0.01 0.02
H -1.07653 7.73202 3.68282 -0.02 0.01 0.00
H -2.48295 6.55747 1.68197 -0.01 0.01 -0.01
H -3.88694 4.54406 2.81204 0.10 0.00 0.04
H -3.26800 4.59942 5.45435 -0.01 -0.01 -0.01
N 2.70167 3.29615 4.90945 0.08 0.05 0.03
C 3.81288 3.00528 4.16146 -0.01 -0.07 0.07
C 3.64244 3.56673 2.92376 0.02 -0.04 0.03
C 2.38222 4.22170 2.92947 0.00 0.09 0.03
C 1.82968 4.04264 4.16784 -0.07 -0.04 0.03
H 2.54780 3.00267 5.85667 0.00 0.03 0.02
H 4.62140 2.42289 4.57239 0.06 0.02 -0.02
H 4.33831 3.50962 2.10326 -0.01 -0.01 -0.02
H 1.92883 4.76036 2.11753 0.04 -0.05 -0.09
H 0.88819 4.37081 4.57565 -0.04 -0.03 -0.04
N 2.34827 0.01569 5.50392 0.02 -0.03 0.13
C 1.14113 0.27352 6.09746 0.07 0.02 -0.01
C 0.52857 -0.92516 6.34279 0.01 0.00 0.06
C 1.40098 -1.94719 5.88178 0.03 -0.01 0.04
C 2.51473 -1.33564 5.37287 0.01 0.02 0.00
H 3.00623 0.71066 5.20650 -0.04 -0.01 -0.18
H 0.81829 1.28320 6.28724 -0.07 -0.01 -0.06
H -0.44187 -1.05679 6.79016 -0.02 -0.01 -0.04
H 1.22332 -3.00866 5.91019 -0.03 0.00 -0.03
H 3.40337 -1.74361 4.92256 -0.02 -0.01 -0.05
N 4.86810 -1.88506 -0.56784 0.04 -0.02 -0.02
C 5.81817 -2.57865 0.13432 -0.01 0.03 -0.14
C 5.97320 -1.96380 1.34893 0.11 0.03 0.01
C 5.07797 -0.85992 1.37802 0.07 0.02 -0.02
C 4.41165 -0.84102 0.18155 0.00 0.02 -0.04
H 4.54750 -2.10334 -1.49452 -0.09 0.01 0.01
H 6.29627 -3.44837 -0.28385 -0.05 -0.07 0.07
H 6.64955 -2.27120 2.12976 -0.02 -0.02 0.01
H 4.93670 -0.16245 2.18372 -0.06 0.05 0.11
H 3.65288 -0.18239 -0.20149 -0.04 -0.02 0.04
N 0.27992 5.88887 0.22524 0.17 0.10 -0.05
C -0.61754 5.08560 -0.40847 -0.34 -0.29 0.23
C -0.51371 5.29699 -1.75402 0.11 0.18 -0.08
C 0.50187 6.27959 -1.94174 0.01 -0.01 0.08
C 0.97719 6.62118 -0.69959 -0.09 -0.02 -0.07
H 0.39704 5.92892 1.22096 -0.09 0.06 0.02
H -1.26021 4.42988 0.15793 -0.01 -0.02 -0.04
H -1.10085 4.80504 -2.51144 0.06 -0.03 -0.03
H 0.84385 6.68586 -2.87921 0.02 -0.01 -0.01
H 1.74282 7.31554 -0.39830 0.00 0.01 -0.01
N 8.00590 0.95965 2.62284 0.04 0.02 -0.01
C 8.95003 0.26643 3.32631 -0.01 0.00 -0.05
C 9.11067 0.88579 4.53792 0.00 0.01 0.01
C 8.22542 1.99810 4.56416 0.00 -0.01 0.02
C 7.55776 2.01401 3.36755 -0.03 -0.01 -0.07
H 7.68524 0.72524 1.69963 -0.10 -0.08 0.04
H 9.42314 -0.60529 2.90764 0.00 -0.01 0.01
H 9.78531 0.57597 5.31833 0.00 -0.01 0.01
H 8.09327 2.70305 5.36790 -0.01 0.01 0.00
H 6.80566 2.68258 2.98400 0.00 0.02 0.02
N -6.27216 -5.81712 -1.79675 -0.12 -0.10 0.10
C -7.00740 -6.80740 -2.38594 0.16 -0.03 -0.18
C -8.01973 -7.15209 -1.52826 -0.10 -0.01 0.03
C -7.88692 -6.32227 -0.38006 -0.02 -0.06 -0.12
C -6.80213 -5.50220 -0.57836 0.00 -0.10 -0.12
H -5.47580 -5.36131 -2.21220 -0.13 0.27 -0.01
H -6.74275 -7.18288 -3.36079 0.01 -0.11 0.03
H -8.77125 -7.90543 -1.70722 0.00 -0.01 -0.02
H -8.52122 -6.31523 0.49054 0.00 0.01 0.03
H -6.37921 -4.71500 0.03963 0.01 -0.03 0.03
N -4.32890 4.21605 -3.15550 0.01 0.01 -0.04
C -5.22866 3.38298 -3.75802 -0.02 0.04 0.04
C -5.19065 3.62684 -5.10534 0.00 0.01 -0.02
C -4.22137 4.64411 -5.32411 -0.03 -0.01 0.00
C -3.70790 4.98563 -4.10077 0.01 0.02 0.09
H -4.14672 4.24916 -2.16750 0.03 -0.05 0.02
H -5.81145 2.68534 -3.18138 0.01 -0.03 -0.02
H -5.78286 3.12365 -5.85093 0.01 -0.02 0.00
H -3.93020 5.07005 -6.27003 0.01 0.00 0.00
H -2.95325 5.70189 -3.82386 -0.01 0.02 0.00
N 8.74650 -2.98251 -1.89439 0.05 -0.02 -0.04
C 9.20233 -4.26475 -2.02045 -0.04 0.02 -0.01
C 10.57093 -4.22224 -2.05938 0.01 0.00 0.01
C 10.95381 -2.85754 -1.95049 0.01 -0.01 0.00
C 9.80428 -2.11926 -1.84923 -0.04 0.01 0.00
H 7.78089 -2.71363 -1.83907 0.00 0.05 0.07
H 8.51821 -5.09445 -2.07022 0.01 -0.01 -0.01
H 11.22431 -5.07324 -2.15385 0.00 -0.01 0.00
H 11.95651 -2.46426 -1.94570 0.00 0.00 0.00
H 9.64974 -1.05893 -1.74811 0.01 0.01 0.00
N 1.62599 0.43114 -2.43681 -0.04 -0.01 0.06
C 1.36018 -0.16201 -3.63602 -0.04 -0.03 0.02
C 2.41231 0.09493 -4.47736 0.03 -0.03 0.01
C 3.35199 0.87618 -3.75013 0.04 -0.05 0.00
C 2.83394 1.06555 -2.49429 -0.03 0.00 0.07
H 1.01846 0.40087 -1.63148 0.00 -0.03 0.03
H 0.44854 -0.71456 -3.78822 -0.01 0.01 -0.01
H 2.49706 -0.23824 -5.49826 -0.01 0.00 -0.01
H 4.29560 1.25599 -4.10643 0.00 0.02 0.00
H 3.22271 1.59666 -1.64225 -0.03 0.07 -0.03
N -7.14787 -7.17216 -6.35249 0.02 0.01 -0.01
C -6.78625 -6.81528 -7.61924 0.02 -0.01 0.02
C -7.43498 -7.64966 -8.49201 -0.01 -0.01 -0.01
C -8.22168 -8.54357 -7.71414 0.00 0.00 -0.02
C -8.02206 -8.21913 -6.39745 0.03 0.00 0.04
H -6.82091 -6.72826 -5.51171 -0.06 0.07 0.01
H -6.10286 -6.00163 -7.79034 0.00 0.01 0.00
H -7.35626 -7.62106 -9.56613 0.00 0.00 -0.01
H -8.86091 -9.33065 -8.07846 -0.01 0.00 0.00
H -8.42640 -8.64037 -5.49310 0.00 0.00 0.01
```
Forces are in eV/Å.